Entry 1:
Density functional theory data (ωB97M-V/def2-TZVPD) for a structure of composition C18H46MgN3O15 at a distorted geometry.

Element x y z (Å)
Mg  3.459  14.957  -16.170
N  3.687  12.204  -14.880
O  2.736  11.497  -15.115
O  3.795  13.237  -15.512
O  4.538  11.933  -14.071
C  7.658  10.828  -14.480
N  8.596  11.842  -13.942
O  9.225  11.549  -12.953
O  8.646  12.899  -14.521
H  7.229  10.283  -13.640
H  8.213  10.181  -15.160
H  6.793  11.258  -14.985
C  6.385  11.980  -11.004
N  5.900  10.893  -10.081
O  6.318  9.790  -10.190
O  5.238  11.290  -9.146
H  5.801  12.894  -10.897
H  6.314  11.445  -11.952
H  7.451  12.145  -10.842
C  4.466  8.731  -12.812
O  3.193  8.102  -12.419
C  2.018  8.836  -12.867
C  1.651  10.131  -12.010
O  1.138  9.741  -10.720
C  2.197  9.466  -9.799
H  4.476  8.828  -13.897
H  5.134  7.947  -12.455
H  4.613  9.696  -12.325
H  1.212  8.104  -12.903
H  2.175  9.107  -13.911
H  0.857  10.642  -12.553
H  2.527  10.773  -11.916
H  2.684  8.574  -10.193
H  1.816  9.413  -8.780
H  2.827  10.355  -9.804
C  1.838  13.565  -18.336
O  1.955  14.265  -17.104
C  0.721  14.173  -16.374
C  0.746  15.053  -15.158
O  2.149  15.153  -14.696
C  2.176  15.582  -13.315
H  0.935  13.803  -18.899
H  1.711  12.497  -18.158
H  2.609  13.690  -19.096
H  0.480  13.130  -16.169
H  -0.147  14.439  -16.977
H  0.074  14.718  -14.368
H  0.360  16.066  -15.271
H  1.667  16.542  -13.224
H  3.199  15.707  -12.959
H  1.800  14.848  -12.603
C  5.708  15.524  -14.046
O  4.729  15.968  -15.035
C  4.812  17.399  -15.292
C  3.467  17.780  -15.932
O  2.934  16.786  -16.811
C  1.876  17.255  -17.695
H  6.685  15.887  -14.365
H  5.701  14.434  -14.075
H  5.613  15.985  -13.063
H  5.635  17.439  -16.005
H  5.047  17.940  -14.375
H  3.680  18.637  -16.570
H  2.761  18.088  -15.160
H  2.152  18.208  -18.146
H  0.919  17.409  -17.198
H  1.629  16.563  -18.500
C  5.410  19.134  -18.722
O  4.833  17.843  -18.421
C  5.362  16.804  -19.235
C  4.765  15.445  -18.919
O  4.902  14.956  -17.489
C  6.352  14.611  -17.219
H  5.378  19.276  -19.802
H  6.434  19.301  -18.387
H  4.778  19.897  -18.268
H  6.450  16.788  -19.187
H  5.037  17.085  -20.237
H  4.913  14.659  -19.660
H  3.712  15.719  -18.973
H  6.983  15.499  -17.261
H  6.620  13.936  -18.031
H  6.467  14.133  -16.246

Forces on atoms 1 to 3 (eV/Å):
0.73 -0.07 0.48
-0.70 -1.85 0.59
-1.42 -1.21 -0.07

Values from the calculation:
**Orbital gap**: 7.75 eV
**Total charge**: +1

These are the Löwdin partial charges, in e, on atoms 1 to 4: Mg 0.49; N -0.59; O 0.06; O -0.06


Entry 2:
Density functional theory data (ωB97M-V/def2-TZVPD) for a structure of composition C20H34ClFN3O4Zn at a distorted geometry.

Element x y z (Å)
O  0.393  -0.062  -1.163
C  -0.365  0.199  -2.255
C  -0.092  1.572  -2.874
C  0.503  2.608  -2.149
H  0.727  2.473  -1.086
C  0.755  3.827  -2.793
H  1.286  4.621  -2.260
C  0.322  4.042  -4.107
H  0.488  5.004  -4.598
C  -0.325  3.011  -4.811
H  -0.684  3.166  -5.832
C  -0.502  1.779  -4.191
H  -1.014  0.959  -4.713
H  -0.185  -0.513  -3.094
C  -2.256  -1.420  -1.647
C  -1.848  -0.020  -1.941
H  -3.331  -1.543  -1.769
H  -1.996  -1.691  -0.618
H  -1.725  -2.105  -2.312
C  -2.639  1.035  -1.751
C  -4.039  0.991  -1.250
H  -2.243  2.039  -1.882
H  -4.715  1.413  -2.005
H  -4.114  1.609  -0.347
H  -4.401  -0.007  -0.999
Zn  -0.176  0.150  0.853
Cl  -2.522  0.256  1.326
C  -0.875  0.212  3.600
O  -0.008  -0.435  2.989
N  -1.219  0.053  4.878
C  -0.687  -1.084  5.614
C  -1.956  1.076  5.609
H  -1.498  0.964  3.061
H  -0.110  -1.705  4.918
H  -1.495  -1.670  6.057
H  -0.055  -0.732  6.432
H  -2.150  1.925  4.934
H  -1.359  1.410  6.465
H  -2.911  0.684  5.977
H  4.827  1.817  -1.243
H  4.617  2.221  1.418
C  3.734  1.745  -1.146
C  3.555  1.949  1.319
N  3.376  1.158  0.124
H  3.347  1.105  -1.946
C  2.904  -0.106  0.174
O  2.319  -0.618  1.136
H  3.234  1.369  2.187
H  3.079  -0.659  -0.777
H  3.304  2.750  -1.238
H  2.973  2.873  1.247
H  -0.040  -5.442  1.293
H  2.085  -5.581  -0.304
C  -0.461  -4.888  0.441
C  1.583  -4.863  -0.968
N  0.576  -4.120  -0.231
H  -1.261  -4.222  0.783
C  0.668  -2.790  -0.039
O  -0.101  -2.156  0.709
H  2.314  -4.162  -1.385
H  1.476  -2.316  -0.629
H  -0.858  -5.633  -0.257
H  1.107  -5.426  -1.781
F  0.666  1.905  0.846

Forces on atoms 1 to 3 (eV/Å):
0.43 -0.51 0.90
-0.56 0.01 -0.22
-0.23 -0.06 0.10

Values from the calculation:
**ΔE to the lowest compared entry with this formula, charge and spin**: 0.2581 eV
**Orbital gap**: 7.06 eV
**Total charge**: -1

These are the Löwdin partial charges, in e, on atoms 1 to 4: O -0.24; C -0.45; C -0.18; C -0.03


Number 1: E_LUMO -2.398 eV. Number 2: E_LUMO 2.677 eV.